1.
Entry from the Open Molecules 2025 dataset: a structure of composition C34H48N7NaO11P2S at a distorted geometry (ωB97M-V/def2-TZVPD).

Summary:
- total charge = -2
- energy relative to the best compared isomer or geometry (same formula, charge and spin) (kcal per mole) = 13.0
- lowest unoccupied orbital energy (eV) = 3.22

```
104
Properties=species:S:1:pos:R:3:forces:R:3:mulliken_charge:R:1
Na -0.0056 0.6314 0.0036 -0.15 0.34 0.27 0.703
C 3.2115 -2.8032 2.5020 0.00 0.00 -0.02 -2.031
C 2.5051 -1.5292 2.1080 -0.03 -0.03 0.06 0.352
N 1.4125 -1.1234 2.6416 0.03 0.06 0.05 0.895
N 0.9475 -1.9179 3.6474 0.09 -0.01 0.02 -1.178
C -0.1856 -1.5316 4.2046 -0.13 -0.13 -0.13 -0.022
N -0.5586 -2.3775 5.2485 0.06 0.03 0.05 -0.457
S -1.2560 -0.2672 3.8264 0.01 0.13 -0.01 -0.401
C 3.1340 -0.7045 1.0509 0.03 -0.05 -0.14 -0.056
C 4.5284 -0.7435 0.8958 -0.04 0.00 0.02 -0.292
C 5.1301 0.0056 -0.0962 -0.01 0.00 -0.01 -0.806
C 4.3337 0.7810 -0.9246 0.03 -0.01 0.00 -1.073
C 2.9648 0.7668 -0.7064 -0.07 0.05 0.01 -0.511
N 2.3741 0.0389 0.2399 0.10 -0.01 0.15 1.023
H 2.4891 -3.4808 2.9490 0.00 0.00 -0.02 0.434
H 3.9950 -2.6240 3.2460 -0.01 0.00 0.01 0.321
H 3.6747 -3.2728 1.6304 0.02 0.01 0.00 0.409
H -0.1172 -3.2848 5.2237 0.01 0.01 -0.01 0.268
H -1.5409 -2.3531 5.4615 0.00 0.02 0.00 0.262
H 5.1269 -1.3440 1.5668 0.00 -0.01 0.01 0.483
H 6.2079 -0.0060 -0.2127 0.00 0.00 0.00 0.369
H 4.7529 1.3993 -1.7073 0.00 0.00 0.00 0.526
H 2.2915 1.3727 -1.3085 0.01 0.00 0.00 0.370
O 2.2124 7.2768 2.7928 0.01 -0.06 -0.27 -0.773
C 1.9145 7.0601 1.5973 1.03 0.28 0.20 0.782
O 1.7202 7.8735 0.6720 0.24 0.02 -0.02 -0.739
C 1.6985 5.5674 1.2370 0.56 -0.42 -0.14 0.306
C 1.9660 4.5658 2.1666 -0.01 0.05 0.00 -1.272
C 1.6646 3.2519 1.8483 -0.11 0.05 0.04 -0.520
N 1.1051 2.8926 0.6936 0.49 -0.05 -0.32 0.600
C 0.9021 3.8361 -0.2302 -0.08 -0.02 0.07 0.735
C 1.1845 5.1795 0.0062 0.07 -0.08 -0.04 -0.582
C 0.2641 3.3948 -1.5603 -0.18 0.00 -0.07 -0.836
O -0.2007 4.2871 -2.2807 0.17 -0.03 -0.05 -0.862
O 0.2374 2.1450 -1.7821 0.14 -0.05 0.06 -0.159
H 2.3677 4.8423 3.1325 0.00 0.00 -0.01 0.500
H 1.8155 2.4494 2.5665 0.04 0.01 -0.02 0.521
H 0.9645 5.9195 -0.7496 -0.02 0.01 -0.01 0.465
C 1.9680 -0.7242 -4.0559 0.00 0.00 0.01 -1.442
C 0.6467 -0.4441 -3.3720 -0.15 0.03 0.03 1.297
C -0.5496 -0.8719 -4.1987 0.00 0.02 0.05 -1.615
O 0.6333 -1.0620 -2.0488 0.06 0.00 -0.02 1.177
P 0.3983 -2.5045 -1.4957 0.12 -0.10 -0.01 -1.175
O 0.8095 -2.6356 -0.0957 0.01 -0.08 -0.02 0.059
C -1.3511 -2.9187 -1.6971 0.05 -0.02 0.02 -0.270
P -2.3839 -1.8048 -0.7127 -0.11 0.13 0.04 -0.746
O -2.0907 -0.3938 -0.9956 0.16 -0.04 0.00 0.061
O -2.2032 -2.1784 0.7892 0.07 -0.04 -0.05 0.265
C -2.5569 -3.4392 1.4100 -0.04 -0.02 0.05 0.538
C -1.2860 -4.1076 1.8900 0.02 0.01 -0.01 -0.465
C -3.5156 -3.1093 2.5361 -0.01 0.03 -0.05 -1.289
O -3.8695 -2.2671 -1.0743 0.05 -0.08 -0.18 -0.449
C -4.8496 -1.3917 -1.6962 -0.01 0.07 0.08 0.443
C -4.3966 -0.9156 -3.0666 -0.02 -0.05 0.06 -0.987
C -5.2009 -0.2501 -0.7591 0.05 0.04 -0.01 -0.963
O 1.1211 -3.5207 -2.5010 -0.14 0.00 -0.13 -0.363
C 2.3655 -4.1966 -2.1774 0.08 0.06 0.03 0.477
C 3.4565 -3.2196 -1.7776 0.04 0.02 -0.05 -0.861
C 2.1264 -5.2642 -1.1246 -0.06 0.03 0.04 -1.224
H 2.0300 -0.1292 -4.9695 -0.02 0.00 0.01 0.424
H 2.0618 -1.7798 -4.3194 0.01 -0.01 0.00 0.277
H 2.7963 -0.4389 -3.4072 0.00 0.00 0.00 0.190
H 0.5555 0.6152 -3.1232 -0.01 0.01 -0.03 0.002
H -0.4924 -1.9313 -4.4670 0.00 -0.01 -0.02 0.259
H -0.5653 -0.2886 -5.1207 0.01 0.00 0.00 0.538
H -1.4766 -0.6721 -3.6585 0.09 0.00 -0.01 0.118
H -1.4735 -3.9524 -1.3639 -0.03 0.01 0.00 0.462
H -1.6685 -2.8417 -2.7363 0.00 -0.02 0.00 0.623
H -3.0629 -4.0611 0.6619 0.01 0.00 -0.01 0.408
H -0.7323 -3.4355 2.5484 -0.02 -0.01 -0.02 -0.144
H -0.6254 -4.3522 1.0580 -0.01 0.00 0.00 0.014
H -1.5414 -5.0222 2.4316 0.01 0.00 0.00 0.509
H -3.0352 -2.4021 3.2159 0.01 0.01 0.02 0.049
H -3.7930 -4.0182 3.0746 0.01 -0.01 0.00 0.411
H -4.4193 -2.6422 2.1410 -0.01 -0.01 0.00 0.298
H -5.7094 -2.0535 -1.8165 -0.03 0.01 0.01 0.310
H -3.5608 -0.2211 -2.9800 -0.06 0.00 0.02 -0.040
H -5.2300 -0.4061 -3.5538 0.03 0.03 -0.01 0.528
H -4.1033 -1.7609 -3.6929 0.01 0.00 0.00 0.282
H -4.3518 0.4273 -0.6519 -0.05 -0.04 0.03 0.000
H -5.4640 -0.6381 0.2252 -0.01 0.02 0.01 0.291
H -6.0492 0.3139 -1.1514 -0.02 -0.03 -0.03 0.476
H 2.6410 -4.6679 -3.1241 -0.05 -0.01 0.00 0.296
H 3.2226 -2.7269 -0.8337 -0.02 -0.03 0.01 -0.129
H 3.5994 -2.4506 -2.5377 0.00 -0.06 0.02 0.199
H 4.3928 -3.7710 -1.6632 0.01 0.04 0.02 0.560
H 1.8742 -4.7930 -0.1744 -0.01 -0.03 -0.01 0.041
H 3.0238 -5.8707 -0.9880 0.03 0.02 -0.05 0.495
H 1.3085 -5.9193 -1.4295 0.00 -0.02 0.01 0.321
N -0.6934 7.0872 1.6560 -1.43 -0.14 -0.05 -0.211
C -1.8799 6.6270 1.1833 0.57 0.24 0.33 -0.018
O -2.7864 7.3552 0.8093 -0.34 0.06 -0.11 -0.717
C -1.9783 5.1292 1.1544 -0.05 0.13 0.04 1.207
C -2.4523 4.5055 0.0150 0.05 -0.17 -0.15 -0.905
C -2.2956 3.1295 -0.0901 0.21 0.21 0.08 -0.190
N -1.7471 2.3897 0.8700 -0.58 -0.42 0.18 0.028
C -1.4420 2.9764 2.0279 0.12 0.17 -0.25 -0.538
C -1.5087 4.3487 2.2013 -0.01 -0.08 0.09 -0.649
H -0.4966 8.0628 1.4988 0.16 0.01 -0.01 0.297
H 0.1136 6.4784 1.6420 -0.91 0.10 0.20 -0.129
H -2.8119 5.0889 -0.8204 -0.01 0.01 0.00 0.346
H -2.5035 2.6222 -1.0256 -0.07 -0.03 0.02 0.445
H -1.0249 2.3317 2.7924 -0.07 -0.05 0.05 0.374
H -1.1486 4.8038 3.1148 0.01 0.01 0.00 0.364
```
Forces are in eV/Å.



2.
Entry from the Open Molecules 2025 dataset: a structure of composition C34H49AsNO4P2Si3Zr at a distorted geometry (ωB97M-V/def2-TZVPD).

Summary:
- total charge = +3
- energy relative to the best compared isomer or geometry (same formula, charge and spin) (kcal per mole) = 42.0
- lowest unoccupied orbital energy (eV) = -9.28

```
95
Properties=species:S:1:pos:R:3:forces:R:3:mulliken_charge:R:1
Zr -0.3679 1.1585 -0.4054 1.74 -1.91 -0.91 0.400
O 1.3882 0.4925 0.1583 1.08 -0.32 0.67 0.272
P 1.8604 0.5333 1.6331 0.87 -0.13 1.25 1.245
C 0.9898 -0.7807 2.5792 -0.29 0.34 -0.24 -1.661
P -0.8495 -0.6370 2.4265 0.01 -0.57 1.03 0.693
O -1.1255 0.2786 1.2127 -0.09 0.04 -0.26 -0.856
C -1.6212 -2.2079 2.0787 0.14 0.27 0.05 0.794
C -2.5414 -2.2932 1.0327 0.07 0.04 0.08 0.090
C -3.2492 -3.4704 0.8535 -0.05 -0.01 -0.01 -0.762
C -3.0395 -4.5471 1.7065 0.00 0.01 -0.02 -0.648
C -2.1106 -4.4630 2.7357 0.06 0.00 0.11 -0.854
C -1.4066 -3.2881 2.9340 0.10 0.09 -0.03 -0.699
C -1.5354 0.0796 3.9105 0.22 -0.25 -0.32 0.808
C -0.7762 0.7922 4.8390 0.06 -0.01 -0.02 -0.109
C -1.3930 1.3183 5.9608 0.08 0.07 0.04 -0.839
C -2.7570 1.1427 6.1554 0.01 -0.02 -0.07 -0.649
C -3.5168 0.4535 5.2180 -0.08 0.02 -0.01 -0.757
C -2.9104 -0.0894 4.0996 0.01 -0.01 -0.03 -0.906
C 3.6152 0.2290 1.6909 -0.35 0.00 0.13 0.325
C 4.1675 -0.7406 2.5280 -0.07 -0.03 0.03 -0.476
C 5.5416 -0.9134 2.5585 0.05 -0.07 0.05 -0.864
C 6.3633 -0.1257 1.7643 -0.10 0.00 0.03 -0.561
C 5.8124 0.8364 0.9241 0.02 0.03 -0.04 -0.860
C 4.4422 1.0177 0.8853 -0.12 0.10 -0.07 -0.360
C 1.4369 2.1335 2.3707 0.16 -0.26 -0.09 0.930
C 0.2270 2.8244 2.1710 0.31 -0.15 0.01 0.425
C -0.0130 4.0100 2.8443 -0.13 -0.04 -0.17 -1.170
C 0.9299 4.5197 3.7282 0.06 -0.09 0.01 -0.728
C 2.1303 3.8517 3.9231 -0.04 0.06 0.09 -0.881
C 2.3853 2.6687 3.2476 -0.01 -0.14 -0.13 -0.866
H 1.2793 -0.6858 3.6281 -0.03 0.02 0.01 1.243
H 1.3176 -1.7635 2.2317 -0.06 0.02 -0.12 0.811
H -2.7088 -1.4363 0.3913 -0.06 -0.06 -0.04 0.245
H -3.9836 -3.5471 0.0629 0.00 0.01 -0.01 0.479
H -3.6137 -5.4550 1.5799 0.02 -0.01 -0.04 0.452
H -1.9496 -5.3028 3.3973 -0.01 -0.02 -0.01 0.469
H -0.6990 -3.2002 3.7512 -0.04 -0.10 0.06 0.442
H 0.2882 0.9387 4.6981 -0.01 0.03 0.04 0.271
H -0.8085 1.8663 6.6873 0.00 -0.03 0.02 0.487
H -3.2296 1.5375 7.0445 0.00 0.03 -0.01 0.447
H -4.5818 0.3351 5.3619 0.01 -0.04 0.03 0.463
H -3.4929 -0.6522 3.3799 -0.05 0.00 0.05 0.399
H 3.5434 -1.3628 3.1566 0.02 0.00 0.02 0.398
H 5.9697 -1.6646 3.2080 0.02 0.00 0.00 0.470
H 7.4359 -0.2581 1.8037 0.01 -0.01 -0.02 0.452
H 6.4571 1.4467 0.3068 -0.02 0.01 -0.01 0.474
H 4.0091 1.7729 0.2379 0.07 0.03 -0.01 0.404
H -0.5772 2.4454 1.5410 0.14 0.25 0.50 0.366
H -0.9483 4.5302 2.6862 0.01 0.02 0.01 0.566
H 0.7197 5.4343 4.2657 0.03 0.03 -0.02 0.482
H 2.8716 4.2472 4.6038 0.00 0.02 -0.01 0.501
H 3.3269 2.1528 3.3880 0.02 0.08 0.07 0.520
O -1.1031 2.9701 -0.7015 -1.29 1.78 -0.18 -0.356
N -2.2980 2.5279 -1.0329 -0.82 -0.39 0.21 -0.063
O -2.3922 1.3009 -0.7957 -2.67 2.07 -0.14 0.077
C -1.8783 -1.5699 -5.9765 -0.04 0.12 0.41 -0.956
Si -2.7592 -1.0496 -4.4155 0.09 0.03 0.62 0.380
C -3.3153 -2.4146 -3.2548 0.08 0.38 -0.27 -0.891
C -3.7960 0.5055 -4.4554 0.27 -0.29 -0.10 -0.942
As -0.9239 -0.1441 -2.5363 0.78 -0.80 -1.40 0.281
Si 0.0907 1.8452 -3.4878 0.34 0.35 -1.09 0.986
C -1.1591 3.2014 -3.8844 0.19 -0.30 0.22 -1.328
C 1.4265 2.4771 -2.2547 -0.56 -0.36 0.01 -0.923
C 0.8685 1.2519 -5.1021 -0.03 -0.01 0.44 -1.068
Si 1.0043 -1.6728 -2.4491 0.16 -0.84 -0.25 0.576
C 0.8213 -2.6896 -4.0285 -0.09 0.31 0.32 -1.057
C 0.4829 -2.6571 -0.9162 0.13 0.21 -0.39 -1.121
C 2.7860 -1.0650 -2.3268 -0.45 0.30 -0.01 -0.686
H -2.6204 -1.6817 -6.7731 -0.11 0.09 0.05 0.444
H -1.3793 -2.5315 -5.8639 -0.03 0.03 0.05 0.345
H -1.1480 -0.8343 -6.3145 -0.04 0.03 -0.01 0.291
H -4.1176 -3.0151 -3.6883 -0.01 0.01 -0.08 0.558
H -3.6840 -1.9674 -2.3300 -0.03 -0.01 -0.01 0.154
H -2.4830 -3.0785 -3.0161 -0.01 -0.03 -0.04 0.266
H -4.8400 0.2602 -4.6664 -0.01 -0.09 0.01 0.460
H -3.4617 1.1878 -5.2376 0.04 0.00 0.01 0.301
H -3.7592 1.0221 -3.4960 -0.07 -0.03 0.00 0.252
H -1.9627 3.2955 -3.1589 -0.06 0.09 -0.08 0.390
H -1.6104 3.0349 -4.8625 0.03 -0.09 -0.02 0.351
H -0.6471 4.1656 -3.9268 0.06 -0.01 0.01 0.442
H 1.0079 3.1747 -1.5202 0.21 0.11 0.02 0.434
H 2.1720 3.0531 -2.8060 -0.07 0.02 -0.11 0.586
H 1.9717 1.6715 -1.7578 0.17 0.06 -0.09 -0.041
H 0.0919 1.1506 -5.8620 -0.04 0.01 0.03 0.247
H 1.3762 0.2914 -5.0079 0.06 0.03 0.00 0.226
H 1.5887 1.9829 -5.4743 0.01 0.05 0.03 0.465
H -0.0878 -3.2929 -3.9974 0.02 -0.03 0.00 0.289
H 1.6699 -3.3609 -4.1669 0.03 -0.02 0.09 0.498
H 0.7671 -2.0441 -4.9063 0.06 -0.02 0.00 0.311
H -0.5248 -3.0534 -1.0543 -0.03 0.00 0.04 0.209
H 0.4651 -2.0015 -0.0450 -0.01 -0.04 0.09 0.005
H 1.1445 -3.4975 -0.6999 0.08 0.02 -0.07 0.615
H 3.0860 -0.4833 -3.2002 -0.02 0.01 -0.01 0.328
H 3.4341 -1.9444 -2.2950 -0.12 -0.11 -0.03 0.535
H 2.9932 -0.4832 -1.4313 0.02 0.04 0.03 -0.188
```
Forces are in eV/Å.